Entry 1:
C34H94N4O15S11 | wB97M-V/def2-TZVPD

Computed properties:
Energy: -7079.1852 Eh
Gap between HOMO and LUMO: 8.73 eV
Charge: 0
Max |F|: 0.05998 Eh/bohr

Last column: Löwdin charge in e.
Element x y z (Å)
C -1.77250 2.39752 1.55191  -0.53
H -3.43949 -0.85470 -3.19361  0.03
H 4.21556 0.29589 3.46020  0.06
H -7.00813 3.58911 1.42686  0.05
C 2.57425 2.82183 3.00253  -0.24
S 2.20932 2.98168 -2.41283  0.79
H -6.28320 2.02516 1.30496  0.09
H -3.95170 5.44097 -5.01121  0.04
H -5.49433 -2.75117 4.35380  0.02
C -5.11355 -2.07133 5.05927  -0.24
O 3.88771 -3.09072 2.13207  -0.57
H -1.94317 -3.04098 3.50089  -0.04
H 1.63413 -2.48973 0.90157  0.09
H -4.44736 -2.21312 -2.84146  0.06
S -4.02738 -0.76381 -0.85989  0.82
H 1.75513 5.10251 -3.58603  0.09
C 4.31388 0.76239 2.46537  -0.27
O 3.40891 2.87427 -3.25356  -0.53
H 7.13850 3.84262 -2.26163  0.06
C 1.16834 4.22760 -3.16812  -0.26
H -0.85034 -4.49953 -0.92875  0.04
H 1.62141 3.20525 2.63751  0.03
C -1.44622 2.02265 0.15978  0.01
H -3.32214 -2.58290 0.13972  0.00
S -0.20560 -1.22494 4.89884  0.79
C -0.63945 6.26424 -0.67442  -0.57
H 1.72492 -0.05265 5.67027  0.07
O -0.83153 -1.20967 6.24976  -0.54
H 4.59284 -6.07024 -3.34801  0.05
H 2.36052 -3.60238 -6.03016  0.07
H -2.02692 2.66700 -0.51228  0.07
C 6.32001 -3.99498 1.84439  -0.28
H 4.95818 -0.07384 -2.22781  0.09
O 6.47030 2.25257 0.44117  0.01
H 1.13701 -0.09679 -0.20911  0.09
S -3.64483 -1.51670 4.19170  0.81
O -4.31787 2.74250 -0.89559  -0.56
C 6.87654 3.86049 -1.23876  0.01
H -4.61983 5.61846 -3.30655  0.03
H -6.86649 1.53874 -0.93126  0.04
H -3.43964 3.49671 3.30436  0.08
H 5.68370 -5.30228 4.32751  0.09
C -1.98935 5.90106 -1.17092  0.00
S 4.78066 -3.95023 -2.11433  0.76
O 0.17367 6.87898 -1.35111  0.03
C -6.10033 3.12596 1.09529  -0.26
H 6.22886 -5.00287 1.44980  0.05
H 4.68761 -0.02300 1.79298  0.05
H 1.68328 6.44073 0.75166  0.09
C 0.87681 6.01205 1.35187  -0.05
H -2.74991 2.06105 4.16753  0.07
H -0.35093 2.04961 -0.04674  0.08
H 1.98169 -1.00161 4.14735  0.05
O 1.75421 0.74317 1.55819  -0.55
S -5.81601 3.97450 -4.75845  0.80
H 7.30576 -3.83935 2.30926  0.06
C -0.07102 -1.68392 -0.39575  -0.54
H 3.90625 -4.94433 4.39282  0.04
H 3.92048 -4.41958 -0.05718  0.04
C -4.32446 -2.28549 0.03600  -0.25
H 0.40940 1.00996 -2.08938  0.03
H 5.98215 -0.16811 -0.77032  0.09
H 5.78365 2.01457 -2.59853  0.10
C 4.72999 -5.04382 3.70997  -0.29
O -1.24077 3.29632 2.18636  0.02
C -4.61560 2.65798 -4.36900  -0.25
H 0.74263 6.47814 2.33320  0.09
H -4.80849 -3.03636 -0.69001  0.09
H -0.39923 1.17787 5.04687  0.09
H 1.63844 4.02046 -0.28075  0.05
H 2.90548 4.93824 -1.23542  0.08
N -2.95208 1.91763 2.06727  0.04
H -0.95595 5.22797 1.02582  0.08
C 4.62568 -5.76527 -2.30098  -0.23
C 6.45054 2.50552 -0.77212  -0.57
H -5.43633 6.22316 -4.63487  0.05
H 5.42368 -6.27313 -1.73292  0.07
S 2.95273 1.64079 1.77346  0.81
H -0.07509 -3.01885 1.31395  0.05
H -2.27048 -3.28594 5.07992  0.05
H 3.40201 -4.34047 -4.75286  0.02
H -4.16719 2.86011 -3.40758  0.02
O -5.90689 4.06099 -6.22559  -0.55
H 4.60981 -5.87779 2.97564  0.07
S -5.60820 3.41467 -0.58675  0.79
C -4.76682 5.40071 -4.34308  -0.24
H -7.77883 3.16519 -1.20540  0.04
H -5.21518 3.44784 1.63508  0.02
H -5.00433 -2.58655 6.06413  0.09
H 0.68272 3.79807 -4.06383  0.05
O -5.36854 -0.12286 -0.91074  -0.56
H 3.78161 -2.58469 -0.56071  0.07
H -4.81776 -2.07701 0.98262  0.03
C 2.43037 -4.36524 -5.26113  -0.24
S 1.40547 -4.12902 -3.82048  0.80
H 0.26754 -0.66563 -2.98748  0.09
H -5.04465 1.67378 -4.33453  0.04
H -4.35572 1.98016 3.54613  0.08
H 1.92768 -1.71374 5.84658  0.05
C -3.61862 -1.60049 -2.43452  -0.26
H 2.15129 -5.31891 -5.54587  0.03
H -0.03345 -2.68549 -4.98289  0.06
H -3.36386 -3.96575 3.78099  0.08
H 1.13682 4.98337 1.54207  0.03
C -6.93179 2.54438 -1.39335  -0.26
H 2.32228 2.24686 3.89664  0.06
H -3.67271 -6.61433 0.57764  0.06
H 0.32944 4.54312 -2.52754  0.04
N 0.63196 -0.66358 -0.89172  0.03
H -0.05709 -4.35681 -5.54236  0.04
C 2.54687 3.92723 -0.92460  -0.27
O -0.97431 -2.22775 -1.01751  -0.01
H -2.08946 6.38025 -2.16848  0.10
H -3.03509 -5.48801 -0.68049  0.05
H 7.68365 4.22461 -0.65756  0.07
O -1.63537 -4.72854 1.68324  -0.56
C -0.12547 -3.72970 -4.67227  -0.24
H 3.32498 3.64518 3.01186  0.09
H 6.03371 4.60157 -1.22002  0.10
N 5.97199 1.69162 -1.69197  0.04
C -0.34324 0.41744 4.24555  -0.27
H 3.40798 3.55003 -0.40964  0.01
H 2.60742 -3.89550 -1.16520  0.04
C -2.75100 -3.07994 4.12172  -0.28
H -1.04951 -0.04789 -2.00605  0.08
H -2.50121 -7.21379 -0.58155  0.03
O -4.27471 -1.15944 2.90461  -0.56
O 6.15792 -3.70440 -1.67638  -0.55
H 0.42390 -1.41047 1.61057  0.06
H -2.08704 4.86158 -1.29841  0.05
H -1.75735 1.00172 -0.04727  0.05
H -3.78365 2.70624 -5.08657  0.06
N -0.40197 5.93275 0.61904  0.03
H 0.44440 0.41612 3.46339  0.02
C 1.52866 -0.99853 5.14490  -0.27
H 5.20733 1.39891 2.48261  0.05
S -1.41531 -5.95567 0.92235  0.82
C 0.52850 -2.22794 0.88551  0.02
H 6.33492 -3.25783 0.97429  0.07
C 5.28494 0.45338 -1.32171  -0.05
H 0.62125 -5.01986 -0.01848  0.06
S 5.06177 -3.45808 2.97504  0.80
H -3.46004 1.21251 1.65133  0.08
C 3.63606 -3.67890 -0.80175  -0.29
C -2.83702 -6.35779 -0.06035  -0.26
H -2.73668 6.14961 -0.46142  0.08
C -0.34661 -5.36078 -0.44358  -0.25
H -0.90210 -3.95585 -3.96142  0.04
H -2.76647 -2.25740 -2.27482  0.02
H -6.86306 2.56781 -2.52475  0.04
H -0.26234 -6.16177 -1.15766  0.03
C -3.38941 2.42298 3.35837  -0.07
H 3.72156 -6.02732 -1.82370  0.01
H 4.39247 0.58061 -0.75946  0.05
H -1.30560 0.52610 3.68365  0.03
H -5.74874 -1.19203 5.08228  0.05
O 1.32105 -5.55619 -3.24878  -0.55
C 0.08698 -0.04929 -2.08181  -0.08

=====

Entry 2:
C34H94N8O10 | wB97M-V/def2-TZVPD

Computed properties:
Energy: -2542.0053 Eh
Gap between HOMO and LUMO: 9.59 eV
Charge: 0
Max |F|: 0.04433 Eh/bohr

Last column: Löwdin charge in e.
Element x y z (Å)
N 0.78060 -3.08411 -7.28620  0.04
N -3.43745 2.23654 -0.86271  0.04
H -0.60938 -0.70827 -6.69040  0.13
H 1.29977 -1.55269 3.20096  0.08
H 1.97977 9.45479 -0.57522  0.07
H -5.85190 1.81027 -0.80759  0.07
C -4.19362 -2.14870 -5.83612  -0.08
C 6.12387 -3.58215 -0.58185  -0.21
H 3.33369 9.56702 0.20828  0.08
H -4.52660 -1.65984 -6.75466  0.09
H 1.08407 -2.07127 4.84126  0.08
H -4.04462 0.34396 0.75084  0.10
H 8.54596 -3.14120 -1.46326  0.09
N 4.30651 2.97895 3.68706  0.03
H -1.56639 -4.54899 3.25774  0.08
H 4.10558 -1.61330 -1.08013  0.08
C 0.61105 4.83076 0.39294  -0.13
H 4.22444 4.88186 -0.67719  0.08
H -0.49476 -0.37698 2.38445  0.03
C 0.96139 0.54985 -4.90214  -0.09
C -3.88468 1.23169 1.37154  -0.22
N -3.90276 -0.84328 -1.38837  0.05
O 4.22745 2.95861 0.01958  -0.18
H 0.46826 1.37087 -5.42880  0.09
H 0.86111 3.86378 0.83414  0.07
H -5.73486 -0.25205 2.32273  0.09
H 1.18057 7.28521 -0.67916  0.13
C 3.98733 3.43873 1.32357  -0.22
H 4.44766 2.24501 4.38292  0.07
H -5.10249 -5.28439 2.45947  0.09
O -0.06330 -1.62805 0.61233  -0.11
C 1.37281 7.05996 0.37851  -0.20
O -4.67827 1.41471 2.52617  -0.18
C 4.37453 2.36257 2.37623  -0.43
C 3.87232 3.89024 -0.98097  -0.09
H 1.16569 -3.26463 -4.39040  0.08
C -2.56265 -4.15399 1.29650  -0.38
C 3.92313 -2.27273 -0.23154  -0.06
H 5.43087 2.15315 2.19167  0.14
H 4.55210 4.35982 1.50045  0.12
C -5.65145 2.49702 0.01823  -0.05
C 0.10740 -1.01668 -0.65518  -0.26
H 2.44628 1.41951 2.54312  0.07
H 2.19129 8.31576 2.93676  0.08
C 0.53388 -1.71425 3.96972  -0.05
H 4.18193 -4.03211 1.31994  0.06
H 3.81175 8.42001 2.41995  0.07
H -5.52024 0.14029 4.05463  0.09
H -2.42524 2.24313 -0.84831  0.06
H 7.74680 -3.88389 -2.83636  0.09
C 0.64116 0.37387 -0.59049  -0.22
C -0.39109 0.07383 7.52994  -0.10
H -0.36914 -0.62109 8.36795  0.09
H 2.95535 3.72149 1.56440  0.10
N 2.34854 9.34800 0.36775  0.04
H -0.46202 -3.95241 -4.27571  0.07
H -4.10533 -2.63307 1.15214  0.11
H -5.95435 3.45327 -0.41506  0.07
H -1.41184 0.14542 7.14966  0.08
H -0.84200 -2.23862 0.53384  0.03
H -0.82812 -0.91284 -1.21844  0.11
H -3.64495 0.12802 -3.57194  0.12
C -4.15718 2.39356 0.41691  -0.39
H -4.02969 0.12933 -1.64352  0.03
C 4.57840 -3.60160 -0.59085  -0.42
H -0.31525 5.06590 0.93249  0.09
H -0.39227 1.08463 0.97486  0.04
H 2.87476 -2.35542 0.04695  0.07
H 4.46199 -1.92742 0.65692  0.08
N -0.69145 0.29245 3.12937  0.06
H 3.39259 7.46840 0.20654  0.13
H -0.00352 1.01319 7.93736  0.09
H 1.98306 0.85200 -4.68305  0.09
H 0.81313 -1.61583 -1.23954  0.11
H -1.69657 0.39619 3.18982  0.04
H 0.42463 0.32502 -3.97219  0.07
C 0.49800 0.38646 5.31628  -0.20
H -4.59960 -3.48986 -3.41327  0.06
O 0.54441 -0.32439 6.54581  -0.21
C -3.44703 -3.07239 1.91538  -0.22
H -1.20984 -0.67914 4.88378  0.13
H -3.41827 -2.81771 -6.21685  0.07
H 0.30994 4.65808 -0.64597  0.09
C 2.89118 7.85745 2.23160  -0.07
H -1.10214 -3.13976 -6.36396  0.12
H 3.04265 6.87185 2.67550  0.07
O -0.21136 1.33891 0.06020  -0.08
H -1.29595 -5.72030 1.98409  0.07
H -5.22714 -3.02241 -1.87823  0.08
H -0.87502 -1.15155 -5.01116  0.11
H 0.65010 -4.58999 -5.39055  0.08
C -1.39959 -4.64919 2.18852  -0.04
C -0.27625 -0.50584 4.34108  -0.40
C -4.07463 -0.85114 -3.80633  -0.21
H -6.27616 2.31545 0.89065  0.07
C -0.08737 -2.79257 -6.14155  -0.44
H -1.45102 -4.29367 -0.46205  0.11
O 6.48125 -2.76746 -1.67651  -0.18
H 0.80783 0.78033 -1.58938  0.11
H -3.22299 -0.91070 -0.64471  0.05
H -5.78302 -3.76998 1.69018  0.09
O -4.25298 -3.53075 2.96308  -0.19
H 1.65830 0.42786 -0.18766  0.10
H -0.43604 -4.28671 1.83150  0.07
C -4.31047 -3.01978 -2.47286  -0.06
H 3.75213 0.19716 2.61086  0.07
H 1.71101 -2.69293 -7.18825  0.08
H 8.02535 -2.25121 -2.97021  0.09
H -4.23599 -0.59159 3.01145  0.06
H -5.16179 -0.74006 -3.72050  0.14
O -3.49893 -1.19275 -5.02701  -0.18
H -2.55813 -1.80513 -2.76531  0.12
H 6.44676 -4.62481 -0.67460  0.12
N -1.92555 -3.58169 0.09140  0.04
O 1.70518 5.68969 0.51168  -0.20
H -0.03402 1.32975 5.46742  0.12
C 3.44426 1.15700 2.18678  -0.06
H -3.66731 -3.73037 -1.94810  0.05
H -3.90561 3.33833 0.90709  0.13
H 0.03484 -2.55540 3.48801  0.05
H -6.21637 -4.15733 3.33912  0.09
H 0.50941 7.31492 0.99935  0.13
H -2.82635 1.17534 1.64069  0.10
H 4.74839 -5.33493 0.49536  0.06
C 0.31815 -3.63579 -4.97170  -0.07
H 1.50487 0.56826 4.93473  0.12
H -3.80662 2.89846 -1.52803  0.07
H 4.36757 3.57529 -1.89799  0.09
H 3.31449 3.13706 3.88880  0.07
C -3.62451 -1.67121 -2.53661  -0.43
H -4.98547 -2.69117 -5.32896  0.08
H 3.41410 0.88749 1.12690  0.05
H -2.79315 -2.26455 2.25388  0.12
C -5.04360 0.14377 3.08132  -0.08
C -0.20049 -1.30765 -5.86692  -0.21
H 6.47311 -3.18778 0.37872  0.13
H 0.34354 -2.55596 -8.03890  0.07
H -3.14676 -5.03744 1.02648  0.13
N 4.10111 -4.55293 0.45072  0.02
H 4.20001 -4.01294 -1.52934  0.14
H 2.78774 3.93933 -1.10129  0.07
C 2.55663 7.94342 0.73785  -0.45
H -2.60837 -3.32207 -0.61705  0.04
C -5.41194 -4.24486 2.61077  -0.09
O 1.03722 -0.72083 -5.52254  -0.20
C 7.76021 -2.97983 -2.20392  -0.12

=====

What is the max |F| in the first record?
0.05998 Eh/bohr